Run one
C3H6N2S | ωB97M-V with the def2-TZVPD basis set

Structure (XYZ):
```
12
Properties=species:S:1:pos:R:3:lowdin_charge:R:1
C -0.934 1.253 0.858 -0.438
C 0.743 -0.097 -0.965 -0.667
C 1.198 -0.552 -2.187 -0.131
H -1.133 -1.059 1.324 0.072
H -0.709 -0.881 2.902 0.031
H -1.268 2.296 0.477 0.094
H 1.433 0.198 -0.061 0.108
H 0.377 -0.558 -3.062 0.077
H 2.270 -0.955 -2.547 0.090
N -0.439 -0.649 2.014 0.006
N -0.700 0.746 1.959 -0.097
S -0.837 0.257 -0.711 0.856
```

## Properties
SMILES string: C=CS/C=N\N
Spin multiplicity: 1
Total charge: 0



Run two
C3H6N2S | ωB97M-V with the def2-TZVPD basis set

Structure (XYZ):
```
12
Properties=species:S:1:pos:R:3:lowdin_charge:R:1
C 0.271 -0.981 0.015 -0.522
C -1.997 -0.080 0.071 -0.112
C -0.527 0.011 0.427 -0.253
N 2.344 0.896 -0.125 -0.476
N 1.677 1.847 -0.155 0.058
S 2.004 -0.888 0.229 0.823
H 0.154 -1.921 -0.667 0.093
H -2.120 -0.430 -1.012 0.093
H -2.597 0.826 0.123 0.059
H -2.405 -0.886 0.755 0.091
H -0.093 0.836 0.932 0.056
H 3.289 0.771 -0.593 0.089
```

## Properties
Spin multiplicity: 1
Total charge: 0



What is the least stable structure shown above? It is run two.